[1]
{
  "formula": "C10H6N5O2RuS2",
  "method": "the ωB97M-V functional and the def2-TZVPD basis",
  "elements": ["Ru", "S", "C", "C", "N", "C", "S", "C", "N", "O", "N", "N", "C", "O", "C", "C", "C", "C", "N", "C", "H", "H", "H", "H", "H", "H"],
  "xyz": [[11.58, 5.87, 6.86], [11.35, 5.16, 9.01], [12.08, 6.53, 9.89], [12.18, 6.46, 11.29], [12.15, 6.42, 12.48], [12.69, 7.62, 9.23], [12.35, 7.97, 7.54], [13.51, 8.57, 9.91], [14.31, 9.22, 10.50], [13.12, 3.92, 5.32], [12.44, 4.68, 5.87], [5.42, 6.77, 7.76], [6.67, 7.35, 7.71], [6.98, 8.42, 8.26], [7.56, 6.45, 6.87], [7.02, 5.54, 5.90], [7.85, 4.96, 5.01], [9.22, 5.07, 5.17], [9.69, 5.74, 6.27], [8.95, 6.44, 7.09], [4.78, 7.09, 8.48], [5.52, 5.78, 7.72], [5.93, 5.35, 5.78], [7.41, 4.39, 4.17], [9.98, 4.55, 4.63], [9.47, 7.04, 7.81]],
  "spin_multiplicity": 5,
  "max_force_ha_per_bohr": 0.101,
  "orbital_gap_ev": [6.653, 4.966],
  "s_squared": 6.102,
  "lumo_energy_ev": [-13.12, -15.37],
  "e_tot_ha": -1698.75789,
  "charge": 3
}

[2]
{
  "formula": "C10H6O2S3",
  "method": "the ωB97M-V functional and the def2-TZVPD basis",
  "elements": ["C", "C", "C", "C", "C", "C", "C", "C", "C", "C", "O", "O", "S", "S", "S", "H", "H", "H", "H", "H", "H"],
  "xyz": [[3.09, -0.38, 0.22], [2.90, 1.00, 0.10], [2.02, -1.23, 0.19], [1.65, 1.53, -0.09], [-0.41, -1.56, 0.06], [-0.79, 1.19, -0.25], [0.71, -0.72, 0.04], [0.52, 0.68, -0.11], [-1.69, -1.04, -0.05], [-1.86, 0.35, -0.21], [-2.62, -3.45, 0.22], [-3.46, 1.97, -1.50], [-3.63, 1.95, 1.40], [-3.10, -2.08, 0.02], [-3.57, 1.00, -0.43], [4.09, -0.77, 0.35], [3.76, 1.66, 0.15], [2.15, -2.30, 0.29], [1.50, 2.59, -0.20], [-0.29, -2.63, 0.16], [-0.95, 2.25, -0.37]],
  "spin_multiplicity": 3,
  "max_force_ha_per_bohr": 0.028,
  "orbital_gap_ev": [8.079, 5.986],
  "s_squared": 2.024,
  "lumo_energy_ev": [-0.33, -2.96],
  "e_tot_ha": -1729.61951
}

[3]
{
  "formula": "C10H7Cl2N3O3Pd",
  "method": "the ωB97M-V functional and the def2-TZVPD basis",
  "elements": ["Pd", "Cl", "C", "C", "C", "Cl", "C", "C", "C", "C", "N", "C", "C", "O", "H", "H", "H", "H", "N", "N", "C", "O", "O", "H", "H", "H"],
  "xyz": [[-1.42, -0.71, 0.00], [-0.97, 4.18, 0.00], [0.28, 3.01, 0.00], [1.63, 3.39, 0.00], [2.63, 2.44, 0.00], [4.27, 2.97, 0.00], [2.33, 1.06, 0.00], [3.27, 0.01, 0.00], [2.81, -1.29, 0.00], [1.45, -1.56, 0.00], [0.55, -0.59, 0.00], [0.96, 0.71, 0.00], [-0.08, 1.66, 0.00], [-1.32, 1.25, 0.00], [1.89, 4.43, 0.00], [4.33, 0.22, 0.00], [3.51, -2.11, 0.00], [1.04, -2.56, 0.00], [-3.52, -0.83, 0.00], [-3.78, -2.21, 0.00], [-2.74, -3.17, 0.00], [-3.06, -4.34, 0.00], [-1.54, -2.68, 0.00], [-3.89, -0.38, 0.83], [-3.89, -0.38, -0.83], [-4.73, -2.53, 0.00]],
  "spin_multiplicity": 1,
  "max_force_ha_per_bohr": 0.023,
  "orbital_gap_ev": 7.269,
  "lumo_energy_ev": -0.74,
  "e_tot_ha": -1823.57652
}

[4]
{
  "formula": "C10H7N2",
  "method": "the ωB97M-V functional and the def2-TZVPD basis",
  "elements": ["C", "C", "C", "C", "C", "C", "C", "C", "C", "C", "N", "N", "H", "H", "H", "H", "H", "H", "H"],
  "xyz": [[1.13, 0.10, 3.03], [0.45, 2.85, -0.46], [-1.16, 0.21, -2.84], [-2.78, -1.53, 0.65], [0.79, 0.28, 1.91], [0.53, 1.80, 0.25], [-0.90, -0.55, -1.93], [-1.75, -1.41, 0.00], [1.68, -1.75, -0.10], [0.57, -1.10, -0.29], [0.82, 0.68, 0.65], [-0.65, -1.12, -0.77], [0.81, -0.17, 3.96], [-0.60, 3.06, -0.72], [-1.42, 0.75, -3.61], [-3.66, -1.96, 1.11], [1.83, -2.74, -0.75], [2.60, -1.27, 0.25], [1.24, 3.46, -0.84]],
  "spin_multiplicity": 1,
  "max_force_ha_per_bohr": 0.144,
  "orbital_gap_ev": 8.387,
  "lumo_energy_ev": -4.73,
  "e_tot_ha": -494.07785,
  "charge": 1
}